Record 1
Density functional theory data (ωB97M-V/def2-TZVPD) for 3 unconnected molecules or ions with the total composition C4H14NO3.

Calculated values
ΔE to the lowest compared entry with this formula, charge and spin (eV): 1.269
Total charge: -1

Each line ends with the natural charge from an NBO analysis.
Atoms and positions in Å:
O1 0.711251 -2.460419 1.897708  -1.031
O2 0.180375 0.013835 1.645184  -0.941
O3 0.483854 -2.266119 -1.734337  -0.991
N1 -0.038624 0.338182 -0.933734  -0.701
C1 -1.312956 0.266820 -0.259149  -0.254
C2 0.221828 1.693870 -1.445715  -0.197
C3 -1.144662 0.260751 1.332417  -0.060
C4 0.769187 2.743002 -0.388443  -0.635
H1 -1.753476 -0.556067 1.766043  0.122
H2 -2.054933 1.021140 -0.534456  0.167
H3 0.323665 -1.301628 -1.892697  0.498
H4 0.308666 -1.549646 1.624987  0.501
H5 0.708522 0.061624 -0.284761  0.420
H6 -1.746889 -0.692649 -0.650669  0.151
H7 0.161713 2.639291 0.510038  0.229
H8 -0.261472 -2.522259 -1.183057  0.463
H9 0.838940 1.545070 -2.324682  0.172
H10 -0.702222 2.185512 -1.743259  0.168
H11 1.065131 -2.790998 1.060539  0.441
H12 -1.524092 1.222710 1.721938  0.098
H13 1.798562 2.529413 -0.066972  0.202
H14 0.724953 3.711727 -0.870638  0.181

Atoms 1-3, force components in eV/Å:
O -0.418 -0.252 -0.789
O -0.832 0.320 -0.197
O -0.063 0.113 -0.513



Record 2
Density functional theory data (ωB97M-V/def2-TZVPD) for 3 unconnected molecules or ions with the total composition C4H14NO3.

Calculated values
ΔE to the lowest compared entry with this formula, charge and spin (eV): 2.299
Total charge: +1

Each line ends with the natural charge from an NBO analysis.
Atoms and positions in Å:
O1 1.601153 1.485750 1.163633  -0.474
O2 -2.434910 -1.105388 -1.460562  -0.964
O3 2.074159 1.939737 -2.700130  -0.951
N1 0.095005 -0.629548 -0.054497  -0.544
C1 -0.204702 -0.067878 1.458468  -0.107
C2 -1.323714 0.897763 1.037397  -0.646
C3 0.950095 0.788854 1.947326  0.397
C4 0.939395 -1.767238 -0.085422  -0.456
H1 0.770863 -2.430124 -1.023378  0.253
H2 -1.534442 1.408921 1.935122  0.244
H3 -0.402305 -0.963685 2.130960  0.256
H4 -3.014085 -0.265683 -1.417441  0.503
H5 -2.923101 -1.837164 -1.226507  0.489
H6 2.888720 1.712098 -2.332533  0.469
H7 -2.331062 0.392160 0.974526  0.252
H8 0.605374 0.081715 -0.616255  0.456
H9 -0.782874 -0.767757 -0.523277  0.468
H10 0.926032 -2.512181 0.774562  0.235
H11 1.918412 -1.460304 0.058492  0.230
H12 2.251166 2.629643 -3.337112  0.484
H13 0.867039 0.935170 3.017807  0.161
H14 -0.936218 1.535129 0.278816  0.247

Atoms 1-3, force components in eV/Å:
O -1.009 -2.050 1.937
O 1.101 4.764 -0.528
O -2.236 0.155 -0.545



Record 3
Density functional theory data (ωB97M-V/def2-TZVPD) for 3 unconnected molecules or ions with the total composition C4H14NO3.

Calculated values
ΔE to the lowest compared entry with this formula, charge and spin (eV): 0.841
Total charge: +1

Each line ends with the natural charge from an NBO analysis.
Atoms and positions in Å:
O1 -0.194040 2.128250 2.443983  -0.955
O2 -2.209771 -0.402980 -0.360067  -0.545
O3 2.505530 1.187018 -2.824463  -0.933
N1 -0.506011 -0.620997 1.645009  -0.713
C1 0.447763 -0.923674 0.499715  -0.046
C2 -0.252789 -1.748725 -0.576828  -0.554
C3 0.929042 0.396435 -0.134974  -0.661
C4 -1.562609 -1.135795 -1.060982  0.480
H1 3.181387 1.152461 -2.137226  0.464
H2 2.272230 2.122996 -2.796600  0.473
H3 1.977407 0.338203 -0.357732  0.241
H4 -1.429435 -0.571223 1.172967  0.458
H5 0.600806 0.533161 -1.167343  0.244
H6 -0.377802 2.900616 2.996227  0.508
H7 -1.011701 2.123823 1.923692  0.472
H8 -0.358315 0.282935 2.097997  0.461
H9 -0.384177 -2.811205 -0.357660  0.264
H10 1.310204 -1.432338 0.884654  0.236
H11 0.393213 -1.774655 -1.460641  0.269
H12 -0.479460 -1.335275 2.360689  0.432
H13 0.757471 1.311108 0.416808  0.244
H14 -1.803796 -1.448354 -2.094144  0.162

Atoms 1-3, force components in eV/Å:
O -0.880 0.152 -0.218
O -0.668 0.299 -0.237
O 0.027 0.315 0.464



Record 4
Density functional theory data (ωB97M-V/def2-TZVPD) for 4 unconnected molecules or ions with the total composition C4H14NO3.

Calculated values
ΔE to the lowest compared entry with this formula, charge and spin (eV): 3.204
Total charge: +1

Each line ends with the natural charge from an NBO analysis.
Atoms and positions in Å:
O1 -2.114269 -2.681114 -0.008081  -0.942
O2 2.509096 0.934171 -1.710353  -0.963
O3 -0.560874 2.813217 -0.352162  -0.975
N1 0.033775 -1.246948 -0.465166  -0.444
C1 0.771258 -1.659094 -1.451353  0.068
C2 -0.270409 -0.007962 1.685201  -0.125
C3 0.017651 0.058400 0.333419  -0.082
C4 -0.172029 1.224541 2.363654  -0.651
H1 -1.512274 2.838703 -0.067167  0.486
H2 1.765596 1.358732 -1.253630  0.477
H3 0.525844 -2.578892 -1.999587  0.219
H4 -0.560128 3.709860 -0.928654  0.500
H5 0.128848 0.837010 -0.273023  0.220
H6 -2.758042 -2.631472 -0.658298  0.499
H7 -0.338924 -0.766176 2.508561  0.256
H8 0.847136 1.100486 3.062668  0.242
H9 3.308209 1.465454 -1.609948  0.499
H10 -0.006989 2.090965 1.776290  0.244
H11 1.719493 -1.049659 -1.843248  0.271
H12 -2.363777 -3.288551 0.657518  0.506
H13 -1.018601 1.343778 3.081404  0.240
H14 -0.723266 -1.927106 -0.217480  0.456

Atoms 1-3, force components in eV/Å:
O 2.264 0.711 0.932
O -0.376 -0.288 0.023
O -1.545 3.637 -1.905



Record 5
Density functional theory data (ωB97M-V/def2-TZVPD) for 4 unconnected molecules or ions with the total composition C4H14NO3.

Calculated values
ΔE to the lowest compared entry with this formula, charge and spin (eV): 2.327
Total charge: +1

Each line ends with the natural charge from an NBO analysis.
Atoms and positions in Å:
O1 -4.467793 -0.744531 -4.498022  -0.979
O2 -3.547681 1.738365 -1.794364  -0.962
O3 -1.236051 0.893611 1.842281  -0.953
N1 1.398399 -0.243838 -0.053920  -0.387
C1 1.582063 -0.273019 -1.313564  0.084
C2 2.110169 -0.479124 2.185610  -0.021
C3 2.307349 -0.796479 0.895783  -0.151
C4 3.184000 -0.518847 3.199326  -0.677
H1 0.795077 -0.036383 -2.018132  0.235
H2 3.356075 -0.776995 0.626962  0.231
H3 -4.086273 -1.617543 -4.581149  0.490
H4 -1.949016 1.132272 1.231760  0.488
H5 -4.308556 -0.090461 -5.170434  0.490
H6 3.985908 -1.239590 3.079229  0.249
H7 3.648444 0.481629 3.094790  0.258
H8 -1.670037 0.075206 2.133288  0.475
H9 1.207030 0.019258 2.524362  0.230
H10 2.488843 -0.711219 -1.702573  0.220
H11 2.806130 -0.500946 4.213925  0.252
H12 0.489229 0.075514 0.311951  0.465
H13 -3.957570 1.114766 -2.403803  0.485
H14 -4.135730 2.498351 -1.803298  0.477

Atoms 1-3, force components in eV/Å:
O -0.819 0.326 1.648
O 0.077 -0.090 0.022
O -0.691 -0.966 -0.605



Record 6
Density functional theory data (ωB97M-V/def2-TZVPD) for 3 unconnected molecules or ions with the total composition C4H14NO3.

Calculated values
ΔE to the lowest compared entry with this formula, charge and spin (eV): 1.445
Spin multiplicity: 2
Total charge: +2

Each line ends with the Löwdin spin population.
Atoms and positions in Å:
O1 1.664763 1.291074 1.090817  0.577
O2 -0.031694 1.800600 -1.690177  0.004
O3 -0.816890 -2.177152 -2.483084  0.000
N1 -0.092671 -0.477968 -0.056632  0.005
C1 1.022144 -1.498224 -0.192626  0.006
C2 -0.331641 -0.073998 1.409192  0.150
C3 0.677556 1.148008 1.722007  0.136
C4 -1.791293 0.274176 1.702209  0.027
H1 0.280519 1.792164 2.502880  0.063
H2 -0.081630 2.096838 -2.622406  0.000
H3 1.857736 -1.211774 0.409844  0.002
H4 0.048372 -0.949814 1.935065  0.007
H5 -2.070695 0.869853 0.854016  0.000
H6 0.422344 2.605028 -1.378941  0.000
H7 -2.348101 -0.630246 1.993935  0.014
H8 1.460564 -1.436899 -1.182314  0.001
H9 -0.976616 -1.675495 -3.289357  0.000
H10 -0.874537 -0.812616 -0.648729  0.002
H11 0.586985 -2.506923 -0.057080  0.000
H12 0.204798 0.396732 -0.520656  0.001
H13 -1.849471 0.937998 2.571489  0.004
H14 -0.120957 -2.820567 -2.649674  0.000

Atoms 1-3, force components in eV/Å:
O -0.391 0.081 0.483
O 0.637 1.276 -0.285
O 0.010 0.575 0.802